{
  "formula": "C5H35N2O12",
  "method": "ωB97M-V/def2-TZVPD",
  "elements": ["C", "O", "C", "C", "C", "N", "C", "N", "H", "H", "H", "H", "H", "H", "H", "H", "H", "H", "H", "H", "H", "H", "H", "O", "H", "H", "O", "H", "H", "O", "H", "H", "O", "H", "H", "O", "H", "H", "O", "H", "H", "O", "H", "H", "O", "H", "H", "O", "H", "H", "O", "H", "H", "O"],
  "coordinates": [[-0.529, 0.636, 2.771], [0.610, 1.480, 2.358], [-0.709, -0.859, 2.404], [-0.801, -1.145, 0.836], [-0.295, 0.009, 0.008], [1.981, 0.551, -1.530], [0.989, -0.296, -1.944], [-0.193, -0.367, -1.358], [-1.497, 0.981, 2.366], [-0.533, 0.754, 3.795], [1.352, 0.964, 2.335], [-1.465, -1.378, 2.918], [0.064, -1.413, 2.944], [-0.174, -2.006, 0.583], [-1.849, -1.520, 0.579], [0.719, 0.291, 0.363], [-0.961, 0.919, 0.265], [2.833, 0.560, -2.101], [2.163, 0.752, -0.529], [0.932, -0.885, -2.882], [-1.020, -0.999, -1.704], [-1.245, 3.750, 1.548], [-1.039, 4.403, 0.298], [-1.502, 3.666, 0.582], [-2.259, 1.796, -1.069], [-3.589, 1.757, -2.057], [-2.944, 1.242, -1.444], [2.898, -1.819, -1.238], [3.932, -2.231, -2.169], [3.059, -2.264, -2.006], [0.316, -3.635, -2.254], [1.415, -2.968, -1.846], [0.612, -3.431, -1.428], [1.313, -2.846, 0.837], [2.656, -2.866, 1.644], [2.172, -2.271, 1.134], [-3.713, 0.840, 0.533], [-4.201, -0.328, 1.257], [-3.732, 0.484, 1.496], [3.179, 2.489, 1.024], [4.379, 1.520, 0.324], [3.374, 1.549, 0.628], [0.981, 3.955, 0.387], [0.524, 2.485, 0.654], [1.169, 3.043, 0.466], [-2.958, -2.100, -2.758], [-3.124, -0.610, -2.194], [-2.632, -1.396, -2.084], [0.550, 2.942, -1.699], [0.979, 4.478, -1.999], [0.191, 3.742, -2.194], [-1.210, -3.837, 1.713], [-0.491, -4.654, 0.490], [-0.676, -3.912, 0.948]],
  "forces_ev_per_angstrom": [[0.7, -1.2, -2.0], [-5.2, -0.1, 0.7], [1.4, 1.6, -2.4], [-0.1, 0.0, 1.8], [-0.5, 0.7, 1.4], [-1.0, -2.5, -1.0], [-0.5, 1.4, -0.7], [-0.4, -0.8, 0.6], [-0.3, 1.0, -0.1], [-0.6, 0.6, 2.6], [3.6, -2.2, -0.2], [-2.0, 0.4, 0.7], [1.4, -0.4, -0.7], [-0.4, -0.1, -0.3], [1.0, 0.5, 0.3], [-0.7, 0.1, 0.1], [0.7, -0.9, -0.6], [-0.6, -0.1, 0.2], [0.1, 0.6, -0.6], [1.2, 1.0, 0.3], [1.2, 0.9, 0.0], [-1.0, -0.6, -1.2], [1.0, 2.4, -1.9], [-0.6, -2.0, 3.1], [-0.2, 1.0, -0.4], [2.0, -0.7, 1.8], [-2.1, 0.2, -1.4], [-0.3, 1.6, 3.6], [4.8, -0.1, -1.0], [-4.2, -1.5, -2.4], [-2.6, -1.9, -3.5], [-0.5, -1.0, 1.7], [3.1, 2.6, 1.7], [3.1, 1.6, 1.1], [1.5, -1.7, 1.4], [-4.6, 0.0, -2.7], [0.2, -0.1, 2.1], [-0.2, -0.3, 0.8], [0.2, 0.4, -3.0], [0.6, -2.5, -1.4], [-3.1, 0.3, 1.3], [2.5, 1.9, 0.2], [-1.0, 0.9, 0.0], [-4.9, -2.6, 1.5], [6.5, 2.3, -1.7], [0.7, 2.0, 1.8], [-0.9, 1.6, -0.3], [0.5, -3.7, -1.4], [-0.5, 1.6, -0.9], [-3.1, -2.9, -1.0], [3.6, 1.4, 1.7], [-0.8, -1.4, 0.8], [0.2, -4.3, -1.5], [0.6, 5.3, 1.0]],
  "mulliken_charge": [-0.84, -0.42, -0.88, 0.25, 1.29, -0.05, -0.48, 0.48, 0.38, 0.65, 0.31, 0.70, 0.38, -0.85, 0.62, -0.25, -0.87, 0.36, 0.18, 0.51, 0.61, 0.32, 0.28, -0.57, 0.20, 0.29, -0.64, 0.20, 0.30, -0.61, 0.31, 0.31, -0.43, 0.37, 0.28, -0.63, 0.36, 0.32, -0.60, 0.31, 0.30, -0.68, 0.21, 0.26, -0.49, 0.30, 0.29, -0.61, 0.29, 0.35, -0.66, 0.29, 0.25, -0.53],
  "e_lumo_ev": [-6.0, -12.5],
  "multiplicity": 2,
  "s_squared": 0.75,
  "total_charge": 2,
  "e_homo_ev": [-16.49, -16.47]
}

{
  "formula": "C5H35NO13",
  "method": "ωB97M-V/def2-TZVPD",
  "elements": ["N", "C", "C", "C", "C", "C", "O", "H", "H", "H", "H", "H", "H", "H", "H", "H", "H", "H", "H", "H", "O", "H", "H", "O", "H", "H", "O", "H", "H", "O", "H", "H", "O", "H", "H", "O", "H", "H", "O", "H", "H", "O", "H", "H", "O", "H", "H", "O", "H", "H", "O", "H", "H", "O"],
  "coordinates": [[2.006, 0.589, -0.202], [3.274, 0.936, 0.417], [3.524, 2.476, 0.464], [2.673, 2.922, -0.776], [1.600, 1.767, -1.024], [1.578, 1.276, -2.547], [0.196, 1.516, -3.002], [1.346, 0.205, 0.461], [4.048, 0.341, -0.021], [3.254, 0.631, 1.496], [4.587, 2.822, 0.365], [3.075, 2.947, 1.352], [2.260, 3.927, -0.634], [3.293, 3.083, -1.647], [0.544, 2.206, -1.036], [2.149, 1.745, -3.365], [1.626, 0.196, -2.672], [-0.085, 0.630, -3.243], [-1.962, -3.780, -0.374], [-0.708, -3.434, 0.471], [-1.374, -3.056, -0.136], [0.774, -2.830, 1.940], [1.841, -3.160, 0.815], [0.962, -3.363, 1.140], [-2.819, -2.366, 4.268], [-2.228, -2.002, 2.864], [-2.092, -2.516, 3.662], [0.909, 2.843, 2.423], [0.509, 3.120, 1.026], [0.202, 2.624, 1.798], [-3.723, 2.506, -1.139], [-4.112, 1.292, -2.006], [-4.314, 2.217, -1.842], [-2.397, 0.976, 3.406], [-2.533, 0.098, 2.331], [-3.147, 0.583, 2.933], [-0.433, -1.539, -4.008], [-0.682, -2.917, -3.306], [-0.566, -2.478, -4.180], [0.584, -0.678, -1.575], [-0.189, -1.809, -1.172], [-0.370, -0.859, -1.398], [-2.812, -2.085, -2.452], [-2.502, -0.914, -3.413], [-3.133, -1.229, -2.764], [-2.506, -0.691, 0.054], [-1.715, 0.497, -0.391], [-2.047, 0.085, 0.416], [-0.020, 0.939, 1.924], [-0.291, -0.580, 1.538], [0.214, 0.006, 2.108], [1.105, -1.280, 3.648], [-0.168, -2.258, 3.472], [0.793, -2.180, 3.529]],
  "forces_ev_per_angstrom": [[-0.2, 1.7, -0.5], [0.3, -0.1, 2.9], [-0.7, -0.1, -1.7], [-0.2, -0.3, 0.5], [0.6, 0.3, -2.2], [-2.0, 0.7, -0.5], [0.3, -0.2, -0.2], [-0.2, 0.6, 0.1], [0.9, 0.1, -0.5], [0.0, -0.2, -0.8], [-0.9, -0.6, 0.2], [0.3, -0.4, -0.1], [-0.4, -0.3, 0.2], [0.3, -0.4, -0.3], [1.2, -1.0, 1.1], [0.6, 0.1, 1.0], [1.2, 0.0, 0.5], [-0.6, 0.4, 0.0], [0.0, 0.0, 0.1], [0.3, 0.1, -0.3], [-0.4, -0.2, 0.0], [1.0, 0.0, 0.2], [0.0, 0.2, 0.2], [-0.6, -0.3, -0.4], [-0.1, 0.3, -0.2], [-0.6, 0.2, 0.1], [0.7, -0.5, -0.2], [-0.3, -0.2, 0.3], [-0.4, -0.2, -0.2], [0.6, 0.9, 0.1], [-0.1, -0.2, 0.0], [0.1, -0.2, 0.1], [0.0, 0.2, -0.1], [-0.6, 0.5, 0.6], [-1.3, 0.4, -0.4], [1.8, -0.7, -0.1], [0.1, -0.3, 0.3], [0.2, 0.7, -0.9], [-0.2, -0.5, 0.6], [-0.8, 0.7, 0.3], [-1.4, 0.7, 0.3], [2.5, -1.5, -0.7], [0.1, 0.3, -0.2], [0.1, -0.2, 0.0], [-0.5, 0.1, 0.4], [0.2, 0.2, 0.1], [0.3, -0.1, 0.1], [-0.7, -0.3, -0.2], [-0.1, -0.5, -0.3], [-0.4, 0.4, -0.3], [0.4, 0.1, 0.5], [-0.8, 0.1, -0.3], [-0.2, 0.7, 0.8], [0.7, -1.1, 0.0]],
  "mulliken_charge": [-0.11, -0.79, -0.31, -1.06, 0.90, -1.19, -0.61, 0.14, 0.40, 0.24, 0.33, 0.14, 0.32, 0.43, 0.14, 0.23, 0.66, 0.31, 0.25, 0.30, -0.49, 0.44, 0.28, -0.73, 0.33, 0.34, -0.69, 0.34, 0.27, -0.69, 0.31, 0.32, -0.63, 0.36, 0.21, -0.61, 0.31, 0.33, -0.62, 0.08, 0.17, -0.22, 0.27, 0.34, -0.55, 0.26, 0.04, -0.45, 0.27, 0.23, -0.51, 0.32, 0.38, -0.71],
  "e_lumo_ev": -0.1,
  "total_charge": 0,
  "e_above_lowest_kj_mol": 342.2,
  "e_homo_ev": -9.21
}

Respective total energy values: -33281.115; -33859.257 eV.